Record 1
The following is a DFT calculation (wB97M-V/def2-TZVPD) of a 2-piece molecular cluster, C4H12O overall at a distorted geometry.

As for the SMILES: CCC.CO. The spin multiplicity is 1. The HOMO-LUMO gap comes out at 0.4199 Ha. The total charge is 0. As for the lowest unoccupied orbital energy: 0.03471 Ha. The largest force on an atom comes out at 1.79 eV Å⁻¹.

Each line ends with the Löwdin charge.
Positions of all 17 atoms, in Å:
O1 -2.17017 2.78192 1.48815  -0.142
C1 0.68584 -0.63715 -1.72614  -0.110
C2 0.94021 -1.66626 -0.57375  -0.285
C3 1.46072 -1.01911 0.72082  -0.126
C4 -1.89616 1.66549 0.62582  -0.143
H1 2.51266 -1.24528 0.90771  0.065
H2 1.35584 -0.81812 -2.57017  0.063
H3 -0.99295 1.86725 0.05515  0.071
H4 -2.74741 1.65312 -0.04594  0.074
H5 -0.36431 -0.74104 -1.98404  0.060
H6 -2.03594 0.76279 1.21331  0.076
H7 0.91339 -1.41141 1.58010  0.061
H8 -1.59641 2.85700 2.25333  0.067
H9 1.34183 0.05664 0.77801  0.051
H10 1.71616 -2.32573 -0.92816  0.084
H11 -0.01588 -2.15246 -0.38790  0.089
H12 0.89259 0.37234 -1.40627  0.045

Record 2
The following is a DFT calculation (wB97M-V/def2-TZVPD) of a 2-piece molecular cluster, C4H12O overall at a distorted geometry.

As for the SMILES: CCO.CC. The spin multiplicity is 1. The HOMO-LUMO gap comes out at 0.4161 Ha. The total charge is 0. As for the lowest unoccupied orbital energy: 0.03734 Ha. The largest force on an atom comes out at 1.04 eV Å⁻¹.

Each line ends with the Löwdin charge.
Positions of all 17 atoms, in Å:
O1 1.92523 -1.29729 1.06060  -0.095
C1 -0.26502 1.41797 -2.61662  -0.158
C2 -0.86279 0.74414 -1.37217  -0.165
C3 -0.27520 -1.17359 2.13330  -0.086
C4 1.01287 -0.44524 1.75631  -0.312
H1 -0.14265 -2.25497 2.22712  0.077
H2 1.42059 -1.93406 0.52474  0.081
H3 -0.16469 0.03223 -0.96893  0.034
H4 -1.05533 -0.98371 1.39583  0.061
H5 1.55162 -0.14175 2.65538  0.110
H6 -0.68222 -0.85881 3.08957  0.068
H7 0.82175 1.43514 -2.65834  0.063
H8 0.76674 0.41664 1.15175  0.083
H9 -1.76614 0.17864 -1.59702  0.065
H10 -0.64276 0.92561 -3.49883  0.053
H11 -0.58670 2.45193 -2.68298  0.057
H12 -1.05530 1.48711 -0.59971  0.064